# 1
Molecular formula: C3H8N2
Method: DFT, ωB97M-V/def2-TZVPD

Geometry as ORCA input:
```
! RIJCOSX wB97M-V def2-TZVPD def2/J DEFGRID3
* xyz 0 1
C 0.0044 1.2822 -0.4001
C 0.7864 1.0246 -1.5098
N 0.6688 -0.0481 -2.3837
H -0.9427 0.8106 -0.2732
H 0.1452 2.1304 0.2972
H 1.6506 1.6755 -1.7072
H 0.2220 -0.8693 -1.9942
H 1.5470 -0.2923 -2.8352
C -0.6180 -1.4624 2.0067
N -1.3322 -0.8472 2.8831
H -0.0652 -2.3984 2.2944
H -0.6649 -1.1547 0.9455
H -1.4014 0.1491 2.6766
*
```

Its HOMO-LUMO gap is 9.35 eV. As for the highest occupied orbital energy: -8.45 eV. Its structure (SMILES) is C=CN.C=N.

# 2
Molecular formula: C11H20Cl2IrO5S
Method: DFT, ωB97M-V/def2-TZVPD

Geometry as ORCA input:
```
! RIJCOSX wB97M-V def2-TZVPD def2/J DEFGRID3
* xyz -2 6
C 1.7338 0.4580 -1.8859
C 0.8046 -0.4165 -2.4358
C 0.5089 -1.4991 -1.4440
C 0.3084 -0.4106 -3.8159
C 1.7032 -1.4106 -0.5350
C 2.3233 -0.1865 -0.7379
C 3.4583 0.3636 0.0454
C 2.1101 1.8023 -2.3982
C 0.1012 -2.8410 -1.9272
C 2.2200 -2.5108 0.3020
Ir -1.0360 -0.4936 -0.2918
Cl -2.3230 -1.2384 -1.9860
Cl -1.7652 1.5092 -1.2493
O -0.5265 -1.7084 1.1121
H 0.7502 0.4274 -4.3612
H -0.7837 -0.3260 -3.7809
H 0.5607 -1.3118 -4.3994
H -0.8673 -2.7831 -2.4402
H -0.0270 -3.5039 -1.0693
H 0.8436 -3.2440 -2.6272
H 1.4206 -3.1746 0.6493
H 2.7303 -2.0987 1.1791
H 2.9576 -3.1164 -0.2519
H 3.5351 -0.1470 1.0172
H 3.3053 1.4404 0.2146
H 4.4064 0.2299 -0.4988
H 1.3485 2.1548 -3.1077
H 3.0915 1.8061 -2.9016
H 2.1594 2.5332 -1.5744
H -0.9535 -1.4600 1.9919
O -0.0465 0.9489 0.8135
H 0.4047 0.4355 1.5216
C -3.4301 1.2822 1.9850
S -3.2766 -0.4682 2.1477
O -2.1863 -0.7629 3.0894
O -4.5725 -1.0479 2.4426
O -2.8943 -0.8183 0.6779
H -3.9952 1.6492 2.8401
H -3.9328 1.4153 1.0286
H -2.4282 1.7143 1.9535
*
```

Its HOMO-LUMO gap (spin up / spin down) is 4.43 / 5.69 eV. Its expectation value of S² is 8.77. As for the highest occupied orbital energy (spin up / spin down): 0.76 / -0.52 eV.

# 3
Molecular formula: C30H70N10O10
Method: DFT, ωB97M-V/def2-TZVPD

Geometry as ORCA input:
```
! RIJCOSX wB97M-V def2-TZVPD def2/J DEFGRID3
* xyz 0 1
C 2.7096 -1.1659 0.8227
C 4.1330 -1.5498 0.4373
O 4.4338 -2.7371 0.5591
N 4.9547 -0.5781 -0.1014
C 6.1989 -0.8603 -0.6550
H 2.4546 -1.9077 1.7271
H 2.1794 -1.1792 -0.1311
H 2.6532 -0.2080 1.1027
H 4.8187 0.4915 -0.1716
H 6.7561 -1.8299 -0.6700
H 6.9259 -0.5487 0.0647
H 6.5089 -0.2448 -1.5390
C -5.8007 -2.8261 5.3784
C -4.6527 -1.6823 5.3373
O -4.1247 -1.2251 6.3853
N -4.3006 -1.2051 4.1325
C -3.1514 -0.2734 3.8635
H -5.9481 -2.9590 6.4910
H -5.2326 -3.6898 4.9719
H -6.6899 -2.3996 4.8072
H -4.8389 -1.4727 3.2588
H -3.2416 0.7756 4.4207
H -3.2800 -0.0743 2.7212
H -2.3059 -0.5969 4.1039
C 1.4273 -6.6373 2.1919
C 2.2926 -5.3745 2.7211
O 3.0928 -4.9465 1.8578
N 1.9433 -4.8900 3.8890
C 2.5367 -3.5889 4.3650
H 1.3583 -6.9493 1.2459
H 0.3134 -6.3530 2.3995
H 1.7081 -7.6065 2.8238
H 1.3969 -5.4112 4.5268
H 3.6535 -3.2887 4.5019
H 2.2860 -3.5965 5.4510
H 2.2549 -2.8308 3.8191
C -1.0142 3.5234 -3.9874
C -0.3543 3.2273 -5.3355
O 0.1935 2.1779 -5.6917
N -0.3143 4.3346 -6.1493
C 0.2937 4.4453 -7.5024
H -1.9041 3.7109 -4.1792
H -0.3906 4.2640 -3.5113
H -0.9120 2.7207 -3.2014
H -0.9293 5.0952 -5.8954
H 0.1282 3.3277 -8.1770
H 1.2350 4.4378 -7.5575
H -0.0622 5.2807 -8.2536
C -0.1851 -3.0938 -4.3668
C -0.5937 -3.9424 -3.1435
O -0.3079 -3.5906 -1.9874
N -1.4174 -5.0482 -3.2698
C -2.1017 -5.5802 -2.0571
H -0.1309 -3.8669 -5.2918
H 0.6301 -2.6635 -4.4534
H -1.2609 -2.2487 -4.4516
H -1.7212 -5.4064 -4.0835
H -1.5015 -5.7225 -1.1461
H -2.3464 -6.5243 -2.4921
H -2.9748 -5.0688 -1.7032
C -0.4675 0.2026 -1.3310
C -0.5125 -0.4751 0.0125
O -0.6872 0.2063 0.9881
N -0.3976 -1.7594 0.0570
C -0.5540 -2.5554 1.1934
H 0.4627 0.8867 -1.2817
H -1.4278 0.7018 -1.7328
H -0.3208 -0.8107 -1.8697
H -0.4339 -2.3211 -0.8752
H -1.4091 -2.1510 1.7344
H 0.2396 -2.6867 1.8648
H -0.8096 -3.5584 0.8997
C -3.7022 -1.8711 -1.6171
C -4.3982 -1.0188 -2.6356
O -3.9998 0.0804 -2.8469
N -5.3742 -1.5683 -3.3604
C -5.8395 -1.2077 -4.6943
H -3.3058 -1.2535 -0.8374
H -2.7350 -2.3373 -1.8917
H -4.5298 -2.5723 -1.3348
H -5.6863 -2.5201 -2.8893
H -5.3297 -1.4985 -5.3618
H -5.8339 -0.1514 -4.9290
H -6.9612 -1.6468 -4.7657
C -0.2998 7.1565 -0.7109
C -1.1527 5.8981 -0.5485
O -2.2980 5.8322 -0.6719
N -0.3358 4.7688 -0.0541
C -0.7706 3.4241 0.1016
H 0.0618 7.3507 0.2601
H -1.1301 7.7278 -1.0788
H 0.5521 6.8258 -1.4733
H 0.6486 4.9028 0.2840
H -1.2948 3.0383 -0.8599
H -1.4457 3.1823 1.1041
H 0.0636 2.7941 0.2308
C 1.6267 4.9933 5.6776
C 1.8800 3.5725 5.1954
O 2.9845 3.1029 5.0021
N 0.8269 2.9728 4.5907
C 0.8219 1.6511 3.8820
H 2.3941 5.5379 5.7103
H 1.1998 4.9849 6.7534
H 0.7659 5.6069 5.0540
H -0.1688 3.4382 4.6052
H 1.8440 1.5067 3.3115
H -0.0231 1.6228 3.1419
H 0.5262 0.9111 4.5481
C 3.7023 2.2378 -2.3002
C 3.5017 2.0962 -0.8067
O 2.3089 2.1268 -0.4892
N 4.5740 2.2183 -0.0886
C 4.4954 2.2159 1.3968
H 4.5648 2.9629 -2.7485
H 2.8257 2.2814 -2.9137
H 4.2492 1.2160 -2.3930
H 5.4873 2.6256 -0.6106
H 3.4906 2.2294 1.7492
H 5.1186 3.1842 1.6466
H 4.9364 1.3195 1.7850
*
```

Its HOMO-LUMO gap is 8.81 eV. As for the highest occupied orbital energy: -8.58 eV.

# 4
Molecular formula: C3H10NO2
Method: DFT, ωB97M-V/def2-TZVPD

Geometry as ORCA input:
```
! RIJCOSX wB97M-V def2-TZVPD def2/J DEFGRID3
* xyz 1 1
O 2.0544 0.5541 0.0824
C 1.8246 -0.3050 -0.7131
C 0.4751 -1.0204 -0.6949
N -0.3953 -0.3904 0.2958
C -1.3678 -1.2388 1.0210
H 2.4629 -0.6008 -1.5553
H -0.0418 -1.1785 -1.6477
H 0.6395 -2.0885 -0.4804
H 0.1331 0.1659 0.9862
H -0.9490 0.4268 -0.0888
H -0.8639 -2.0082 1.6057
H -2.0270 -1.7262 0.3100
H -1.9632 -0.6295 1.6974
H -1.4191 2.2544 -1.0308
H -2.4589 2.3381 0.1776
O -1.6075 1.9867 -0.1202
*
```

Its HOMO-LUMO gap is 11.67 eV. As for the highest occupied orbital energy: -14.89 eV.